No. 1
Molecular formula: C23H25F5InN6O6S
Method: DFT, ωB97M-V/def2-TZVPD

Geometry as XYZ:
```
67
Properties=species:S:1:pos:R:3:mulliken_charge:R:1
In 0.59902 3.77818 16.32338 2.145
C 4.96137 3.45744 15.66114 -1.101
C 3.68286 2.82248 16.10719 0.632
O 2.83057 3.68176 16.57761 -0.764
C 3.27770 1.52830 15.92126 -1.692
C 2.11482 0.92596 16.43372 1.333
C 2.10165 -0.56806 16.70933 -1.405
N 1.07768 1.58330 16.75203 0.453
N 0.14393 0.99354 17.58601 -0.979
C -0.60149 1.87609 18.16962 0.483
O -0.50316 3.11969 18.10747 -0.679
C -1.73775 1.43009 19.08318 0.218
C -2.87121 2.23387 19.02777 -0.313
C -3.93226 2.02807 19.89989 -0.731
C -3.73821 1.07395 20.92168 -0.423
C -2.57176 0.35367 20.98206 -0.457
C -1.58548 0.42025 20.02456 -0.446
H 5.35543 4.16196 16.42614 0.273
H 4.64466 3.99764 14.81439 0.166
H 5.81248 2.76802 15.41948 0.370
H 4.04000 0.95640 15.48581 0.353
H 3.08169 -0.97022 16.39849 0.412
H 1.32004 -1.15023 16.26686 0.314
H 1.88413 -0.69773 17.75914 0.256
H -2.91692 3.01691 18.30238 0.543
H -4.81463 2.69646 19.95548 0.323
H -4.51504 0.95114 21.59270 0.457
H -2.37223 -0.32935 21.82196 0.313
H -0.66744 -0.23857 20.08494 0.321
C 0.63788 7.78797 18.82713 -1.755
C 0.30373 6.41801 18.27914 0.457
N 1.12053 5.52446 17.88454 0.092
O 2.43057 5.80664 18.03469 -0.610
C -1.10840 6.09095 17.98626 0.218
C -2.27922 6.50971 18.87962 -1.361
N -1.29061 5.52146 16.85162 0.295
O -2.60217 5.15501 16.68467 -0.532
H -0.26036 8.36420 18.55906 0.520
H 1.42044 8.20623 18.24157 0.373
H 0.75545 7.83075 19.95573 0.282
H 2.86004 4.94408 17.76216 0.540
H -2.91119 7.24209 18.29984 0.346
H -1.70679 7.13691 19.57744 0.441
H -2.91259 5.69989 19.30230 0.205
F 3.31519 8.34635 12.16497 -0.371
C 2.63558 8.21292 13.33246 0.224
C 2.97025 8.35789 14.71429 -0.221
F 3.53766 9.15424 15.67475 -0.370
C 2.65696 6.99943 14.28248 0.189
F 3.62445 6.10185 13.95342 -0.421
C 1.28988 6.51518 14.67772 0.468
O 1.07430 5.22197 14.77245 0.022
C 0.54824 7.64881 14.58376 -0.102
F -0.81351 7.75556 14.46694 -0.367
C 1.52932 8.69763 14.12902 0.501
F 1.24441 10.07568 13.94883 -0.383
O 1.45261 3.10507 12.65574 -0.800
H 2.09450 3.59605 13.26924 0.359
H 1.03715 2.52738 13.33334 0.233
N -2.80339 4.31330 13.96585 -0.642
C -1.77377 3.72139 13.55768 0.542
N -1.16343 3.70583 12.34988 -0.375
S -1.02801 2.52336 14.58308 -0.457
H -3.12517 4.86911 13.16004 0.135
H -2.64130 4.69838 15.75388 0.389
H -1.56659 4.45735 11.73749 0.207
H -0.19769 3.48458 12.16211 0.356
```

Results
Frontier orbital gap (eV): 7.15
E_HOMO (Ha): -0.1757
Total energy (hartree): -2758.91104
Net charge: -1
Relative energy (zero: lowest compared OMol25 entry of this formula, charge and spin) (eV): 0.007
Max |F| (eV/Å): 4.4

=====

No. 2
Molecular formula: C7H13BrN4
Method: DFT, ωB97M-V/def2-TZVPD

Geometry as XYZ:
```
25
Properties=species:S:1:pos:R:3:mulliken_charge:R:1
C 1.53115 -1.59324 -2.20400 -0.165
N 0.89911 -1.61614 -1.05155 -0.259
N 0.30609 -0.56404 -0.43119 -0.081
C -0.55294 0.36604 -1.65555 0.337
C -0.31968 1.84866 -2.30520 -1.386
C -1.74952 0.26271 -0.94385 -0.319
C -1.83520 -0.15890 0.32176 -0.252
Br -3.37994 -0.17515 1.39996 -0.029
C -0.44531 -0.63371 0.80146 -0.280
N 0.20766 0.20438 1.83499 -0.236
C 0.46626 -0.09079 3.07800 0.285
N 1.05599 0.76400 3.88430 -0.298
H 2.04267 -2.51983 -2.35967 0.297
H 1.78222 -0.82388 -2.86633 0.331
H 0.84462 -2.58392 -0.68865 0.326
H -0.39463 -0.39567 -2.41150 0.341
H 0.79537 2.08715 -2.35781 0.379
H -0.73922 2.54175 -1.61606 0.425
H -0.50777 1.76044 -3.30896 0.411
H -2.71171 0.84480 -1.31926 0.357
H -0.54418 -1.69070 1.09533 0.579
H 0.45261 1.15975 1.40090 0.323
H 0.00641 -1.01578 3.40178 0.362
H 1.27233 0.41480 4.80247 0.291
H 1.51760 1.60725 3.49864 0.262
```

Results
SMILES: C=[NH+]N1[C@H](C)C=C(Br)[C@@H]1NC=[NH2+]
Frontier orbital gap (eV): 8.39
E_HOMO (Ha): -0.5959
Total energy (hartree): -3066.81768
Net charge: +2
Relative energy (zero: lowest compared OMol25 entry of this formula, charge and spin) (eV): 2.188
Max |F| (eV/Å): 6.5

=====

No. 3
Molecular formula: C4H17NO6
Method: DFT, ωB97M-V/def2-TZVPD

Geometry as XYZ:
```
28
Properties=species:S:1:pos:R:3:mulliken_charge:R:1
C 2.09830 -1.65372 0.42756 -1.277
C 1.29974 -0.39598 0.16910 0.822
O 1.94301 0.58234 -0.22526 -0.742
N 0.06826 -0.30355 0.70256 -0.056
C -0.78129 -1.36023 1.25136 -0.448
C -1.99545 -1.68282 0.37267 -0.543
O -3.13040 -0.87559 0.55523 -0.529
H 1.91420 -2.44914 -0.30472 0.300
H 3.18665 -1.53815 0.33306 0.340
H 1.74961 -2.06592 1.39181 0.355
H -0.41759 0.56982 0.54568 0.274
H -0.15429 -2.21600 1.46579 0.363
H -1.22212 -0.93326 2.16973 0.198
H -2.38064 -2.67225 0.53042 0.351
H -1.63920 -1.58202 -0.68470 0.273
H -3.08879 -0.02271 0.10930 0.347
O 0.19632 2.06810 -2.25244 -0.582
H 0.44500 1.91497 -3.16375 0.280
H 1.00983 2.39494 -1.85613 0.320
O 2.90758 0.46017 -2.78681 -0.623
H 1.97086 0.56684 -2.60896 0.302
H 3.27531 0.55095 -1.89379 0.360
O -2.35911 1.87155 -0.75892 -0.674
H -1.95637 2.66837 -1.13283 0.310
H -1.90200 1.15629 -1.20950 0.280
O -0.26223 1.31637 2.80533 -0.577
H 0.35806 2.01703 2.95230 0.277
H -1.13321 1.61358 3.09591 0.299
```

Results
SMILES: CC(=O)NCCO.O.O.O.O
Frontier orbital gap (eV): 9.97
E_HOMO (Ha): -0.3497
Total energy (hartree): -668.79647
Relative energy (zero: lowest compared OMol25 entry of this formula, charge and spin) (eV): 0.599
Max |F| (eV/Å): 2.4

=====

No. 4
Molecular formula: C4H7NO2
Method: DFT, ωB97M-V/def2-TZVPD

Geometry as XYZ:
```
14
Properties=species:S:1:pos:R:3:mulliken_charge:R:1
C 0.45946 -0.84189 -1.74137 -0.815
C 1.14225 2.26479 0.64648 -0.217
O -0.10884 1.93693 0.79603 -0.203
C -0.49551 0.69199 1.41247 -0.379
C -0.53128 -0.39882 0.36914 0.653
N -1.48808 -1.22526 0.34830 -0.661
O 0.56239 -0.32645 -0.42316 -0.279
H 1.44156 -0.70642 -2.19329 0.232
H -0.28965 -0.27143 -2.30021 0.349
H 0.20212 -1.90607 -1.75301 0.320
H 1.74280 1.46333 1.16592 0.148
H -1.49429 0.82005 1.82783 0.326
H 0.22473 0.45080 2.20202 0.271
H -1.36767 -1.95155 -0.35716 0.255
```

Results
Frontier orbital gap (eV): 9.36
E_HOMO (Ha): -0.3174
Total energy (hartree): -361.70864
Relative energy (zero: lowest compared OMol25 entry of this formula, charge and spin) (eV): 4.686
Max |F| (eV/Å): 0.4

=====

No. 5
Molecular formula: H16O8
Method: DFT, ωB97M-V/def2-TZVPD

Geometry as XYZ:
```
24
Properties=species:S:1:pos:R:3:mulliken_charge:R:1
O -1.61329 1.69617 1.16987 -0.683
H -2.22229 1.20817 0.58887 0.361
H -0.91229 1.07417 1.27587 0.444
O -3.41829 0.35217 -0.40613 -0.631
H -2.79929 -0.11983 -0.92313 0.275
H -4.18329 -0.22583 -0.36313 0.317
O -1.20829 -3.05283 0.56587 -0.630
H -2.06229 -2.84483 0.19487 0.280
H -1.12029 -2.46183 1.31387 0.329
O 2.62471 2.99417 1.37287 -0.587
H 2.71371 2.08917 1.09087 0.351
H 2.96371 3.00917 2.24587 0.325
O 2.29171 0.46017 0.04087 -0.786
H 3.19771 0.22117 0.28987 0.310
H 2.26671 0.95717 -0.78713 0.305
O 1.66371 -1.83883 -1.43313 -0.612
H 1.71071 -0.95583 -1.10213 0.366
H 2.34571 -1.98983 -2.12613 0.291
O -0.04129 -0.57383 1.20287 -0.733
H -0.47529 -0.60483 0.32187 0.266
H 0.86371 -0.21483 1.01587 0.422
O -0.70329 0.26717 -1.54213 -0.555
H -0.91729 1.08717 -2.00013 0.259
H -0.96529 -0.53283 -2.00713 0.315
```

Results
SMILES: O.O.O.O.O.O.O.O
Frontier orbital gap (eV): 9.70
E_HOMO (Ha): -0.3624
Total energy (hartree): -611.48478
Relative energy (zero: lowest compared OMol25 entry of this formula, charge and spin) (eV): 2.662
Max |F| (eV/Å): 2.2

=====

No. 6
Molecular formula: C19H23N3O2
Method: DFT, ωB97M-V/def2-TZVPD

Geometry as XYZ:
```
47
Properties=species:S:1:pos:R:3:mulliken_charge:R:1
C -4.50759 -0.93744 -2.71200 -0.688
C -4.32220 0.54503 -2.84084 -0.650
C -3.39289 1.10150 -1.77509 -0.752
N -2.09162 0.35543 -1.65599 0.137
C -1.02843 0.93565 -1.02493 -0.296
C 0.22962 0.33757 -1.03138 -0.165
C 1.38787 0.89747 -0.37888 0.423
C 2.69537 0.15441 -0.44372 0.362
C 3.67520 0.32070 0.56561 -0.108
C 4.95201 -0.24518 0.40219 -0.888
C 5.26224 -1.01956 -0.73590 -0.318
C 4.26528 -1.22982 -1.70118 -0.750
C 2.95723 -0.70372 -1.50008 -0.435
C -2.26095 -1.11859 -1.58350 -0.499
C -3.18727 -1.67400 -2.65119 -0.798
H -5.06491 -1.16077 -1.80130 0.317
H -5.09740 -1.34271 -3.52856 0.309
H -3.96412 0.81065 -3.82621 0.352
H -5.29091 1.03753 -2.72241 0.331
H -3.17037 2.16074 -1.95494 0.430
H -3.91601 1.03939 -0.79721 0.354
H -1.11884 1.90756 -0.48397 0.453
H 0.32004 -0.67589 -1.52916 -0.171
H 1.43453 2.07641 -0.25022 0.364
H 3.44966 0.84671 1.47405 0.351
H 5.72120 -0.10640 1.15841 0.362
H 6.25623 -1.48115 -0.87227 0.343
H 4.47630 -1.80676 -2.61962 0.338
H 2.16589 -0.94047 -2.19810 0.351
H -1.29228 -1.57537 -1.63464 0.394
H -2.66949 -1.36307 -0.58286 0.220
H -3.33055 -2.73710 -2.40385 0.329
H -2.67148 -1.64263 -3.60653 0.332
C 0.38172 -1.21484 4.44968 -0.908
N 0.53199 -0.03294 3.61718 0.173
C 0.79386 -0.21335 2.21031 0.274
O 0.84710 -1.36032 1.77227 -0.635
N 0.98800 0.93462 1.46379 -0.119
C 1.00214 2.19617 1.99785 0.818
O 1.28697 3.21769 1.29810 -0.758
C 0.70865 2.31504 3.35631 -0.973
C 0.51118 1.21904 4.13559 0.218
H 0.20936 -0.83073 5.45353 0.284
H -0.46817 -1.79072 4.08838 0.289
H 1.30880 -1.78410 4.40262 0.309
H 0.70161 3.31001 3.77935 0.411
H 0.32544 1.26834 5.22132 0.282
```

Results
Frontier orbital gap (eV): 8.21
E_HOMO (Ha): -0.2835
Total energy (hartree): -1052.51261
Relative energy (zero: lowest compared OMol25 entry of this formula, charge and spin) (eV): 3.271
Max |F| (eV/Å): 3.6